1.
{
  "formula": "C38H25GeN8OS2Tl",
  "method": "ωB97M-V/def2-TZVPD",
  "species": ["Tl", "O", "N", "C", "C", "C", "C", "C", "S", "H", "H", "H", "H", "S", "N", "C", "C", "C", "C", "C", "N", "C", "C", "N", "C", "C", "C", "C", "C", "N", "H", "H", "H", "H", "H", "H", "C", "Ge", "C", "C", "C", "C", "C", "C", "C", "C", "C", "C", "C", "C", "C", "C", "C", "C", "C", "C", "H", "H", "H", "H", "H", "H", "H", "H", "H", "H", "H", "H", "H", "H", "H", "N", "C", "N", "C", "N"],
  "coordinates": [[-0.138, -0.059, 0.098], [1.538, 2.172, -0.028], [1.781, 3.173, 0.742], [2.531, 4.174, 0.256], [2.828, 5.312, 0.967], [2.313, 5.440, 2.255], [1.567, 4.409, 2.767], [1.306, 3.233, 2.041], [0.475, 1.946, 2.735], [2.874, 4.008, -0.755], [3.448, 6.072, 0.516], [2.502, 6.334, 2.834], [1.156, 4.459, 3.763], [-4.642, -6.364, 0.518], [-3.084, -6.113, 0.971], [-2.721, -4.903, 0.594], [-1.381, -4.411, 0.818], [-0.312, -5.288, 0.821], [0.963, -4.826, 1.118], [1.101, -3.488, 1.456], [0.101, -2.633, 1.485], [-1.145, -3.048, 1.152], [-2.964, -1.846, 0.035], [-3.043, -0.564, -0.395], [-3.751, -0.278, -1.465], [-4.449, -1.220, -2.211], [-4.406, -2.537, -1.780], [-3.665, -2.873, -0.657], [-3.755, -4.203, -0.105], [-4.860, -4.915, -0.222], [-0.491, -6.331, 0.595], [1.818, -5.486, 1.086], [2.068, -3.081, 1.733], [-3.762, 0.770, -1.745], [-4.992, -0.938, -3.103], [-4.947, -3.320, -2.301], [-2.135, -2.038, 1.165], [-2.416, -0.865, 2.710], [-1.048, -0.611, 4.157], [-1.072, 0.474, 5.022], [-0.139, 0.595, 6.037], [0.828, -0.376, 6.218], [0.858, -1.466, 5.366], [-0.072, -1.577, 4.350], [-3.641, -2.235, 3.571], [-5.026, -2.171, 3.621], [-5.793, -3.285, 3.921], [-5.184, -4.499, 4.183], [-3.801, -4.579, 4.168], [-3.050, -3.460, 3.867], [-3.542, 0.724, 2.263], [-4.760, 0.524, 1.621], [-5.538, 1.593, 1.218], [-5.131, 2.888, 1.493], [-3.927, 3.101, 2.138], [-3.127, 2.028, 2.492], [-1.817, 1.244, 4.888], [-0.163, 1.460, 6.687], [1.566, -0.274, 7.003], [1.613, -2.232, 5.487], [-0.012, -2.414, 3.673], [-5.518, -1.233, 3.405], [-6.874, -3.209, 3.929], [-5.784, -5.374, 4.396], [-3.312, -5.525, 4.363], [-1.971, -3.538, 3.847], [-5.083, -0.481, 1.382], [-6.462, 1.419, 0.680], [-5.743, 3.726, 1.183], [-3.605, 4.111, 2.354], [-2.145, 2.210, 2.902], [-0.341, -3.899, -5.958], [0.054, -3.312, -5.037], [0.644, -2.686, -4.095], [0.309, -2.090, -3.037], [0.167, -1.506, -2.038]],
  "lowdin_charge": [0.88, -0.31, -0.26, -0.06, -0.11, -0.13, -0.14, -0.71, 0.62, 0.12, 0.08, 0.09, 0.09, 0.90, -0.23, -0.30, -0.11, -0.03, -0.08, -0.16, 0.03, -0.30, -0.29, 0.04, -0.16, -0.08, -0.03, -0.11, -0.29, -0.23, 0.11, 0.08, 0.11, 0.11, 0.08, 0.11, -0.31, 1.05, -0.28, -0.18, -0.12, -0.11, -0.09, -0.12, -0.22, -0.11, -0.11, -0.12, -0.10, -0.12, -0.24, -0.14, -0.10, -0.12, -0.10, -0.12, 0.08, 0.09, 0.09, 0.09, 0.07, 0.08, 0.09, 0.09, 0.10, 0.09, 0.10, 0.10, 0.09, 0.10, 0.02, 0.02, -0.49, 0.04, -0.41, 0.00],
  "energy_ha": -5022.154029,
  "e_lumo_ev": 3.98,
  "total_charge": -2,
  "relative_energy_kj_mol": 0.0
}



2.
{
  "formula": "C3H11N2S",
  "method": "ωB97M-V/def2-TZVPD",
  "species": ["C", "C", "S", "H", "H", "H", "H", "H", "H", "N", "C", "N", "H", "H", "H", "H", "H"],
  "coordinates": [[1.619, -1.519, 2.004], [1.318, -1.791, 0.515], [1.642, -0.392, -0.581], [1.296, -0.508, 2.269], [2.689, -1.632, 2.125], [0.962, -2.125, 2.625], [1.837, -2.678, 0.198], [0.251, -1.980, 0.354], [2.844, 0.056, -0.195], [-0.645, 1.731, -1.396], [-1.743, 1.341, -0.805], [-2.962, 1.625, -1.224], [-0.685, 2.038, -2.357], [0.250, 1.389, -1.035], [-1.729, 1.046, 0.243], [-3.731, 1.358, -0.627], [-3.212, 2.040, -2.114]],
  "nbo_charge": [-0.62, -0.50, -0.10, 0.21, 0.23, 0.23, 0.23, 0.22, 0.15, -0.70, 0.39, -0.71, 0.42, 0.45, 0.23, 0.43, 0.43],
  "energy_ha": -628.361002,
  "e_lumo_ev": -3.72,
  "total_charge": 1,
  "relative_energy_kj_mol": 42.4
}



3.
{
  "formula": "C19H49BrO14S",
  "method": "ωB97M-V/def2-TZVPD",
  "species": ["C", "C", "C", "C", "C", "C", "Br", "C", "C", "C", "C", "O", "O", "O", "S", "O", "O", "H", "H", "H", "H", "H", "H", "H", "H", "H", "H", "H", "H", "H", "C", "O", "H", "H", "H", "H", "C", "O", "H", "H", "H", "H", "C", "O", "H", "H", "H", "H", "C", "O", "H", "H", "H", "H", "C", "O", "H", "H", "H", "H", "C", "O", "H", "H", "H", "H", "C", "O", "H", "H", "H", "H", "C", "O", "H", "H", "H", "H", "C", "O", "H", "H", "H", "H"],
  "coordinates": [[2.589, -5.623, -2.523], [1.821, -4.677, -2.496], [0.654, -3.639, -2.284], [1.180, -2.270, -1.565], [-0.108, -1.364, -1.340], [-0.857, -0.911, -2.650], [0.335, 0.403, -3.575], [-2.146, -0.059, -2.166], [-3.474, -0.902, -2.154], [-3.440, -2.192, -1.249], [-4.558, -3.235, -1.674], [-4.711, -4.160, -0.932], [-5.280, -3.096, -2.863], [-1.300, -1.978, -3.487], [-0.116, -3.050, -3.879], [-0.760, -4.231, -4.452], [0.836, -2.559, -4.867], [3.323, -6.447, -2.498], [-0.162, -4.065, -1.638], [1.641, -2.546, -0.590], [1.864, -1.735, -2.268], [0.253, -0.416, -0.850], [-0.757, -1.870, -0.582], [-2.288, 0.834, -2.833], [-1.861, 0.368, -1.146], [-4.264, -0.230, -1.708], [-3.820, -1.096, -3.203], [-2.476, -2.754, -1.394], [-3.515, -1.965, -0.153], [-4.601, -3.149, -3.568], [5.021, -3.518, -1.212], [4.343, -2.316, -0.994], [4.583, -3.995, -2.086], [6.086, -3.341, -1.390], [4.895, -4.166, -0.339], [4.727, -1.895, -0.216], [4.451, 1.077, -1.382], [5.547, 1.544, -0.604], [3.944, 0.284, -0.835], [3.748, 1.894, -1.564], [4.815, 0.680, -2.333], [5.980, 2.241, -1.107], [4.992, 0.938, 2.683], [3.900, 0.085, 3.006], [5.393, 0.643, 1.716], [4.648, 1.975, 2.629], [5.773, 0.844, 3.443], [3.560, 0.366, 3.865], [-2.179, 3.053, 0.406], [-1.128, 2.222, -0.078], [-3.012, 2.424, 0.718], [-1.826, 3.633, 1.261], [-2.512, 3.725, -0.389], [-0.410, 2.806, -0.345], [3.934, -4.127, -5.619], [3.421, -3.296, -6.630], [4.967, -4.388, -5.850], [3.896, -3.608, -4.656], [3.330, -5.038, -5.575], [2.509, -3.119, -6.373], [-3.078, 5.037, 4.135], [-3.649, 4.861, 2.839], [-1.996, 4.945, 4.055], [-3.329, 6.027, 4.521], [-3.456, 4.269, 4.815], [-4.606, 4.945, 2.936], [-5.406, 7.903, 1.198], [-4.868, 7.784, 2.509], [-6.195, 8.654, 1.212], [-4.624, 8.216, 0.502], [-5.825, 6.946, 0.878], [-4.172, 7.116, 2.472], [-3.979, 1.002, 4.604], [-3.936, 1.150, 3.191], [-4.201, -0.037, 4.839], [-3.011, 1.270, 5.037], [-4.762, 1.641, 5.022], [-3.738, 2.076, 3.007], [2.156, -0.826, 6.514], [2.428, 0.315, 5.706], [1.965, -1.676, 5.862], [3.017, -1.044, 7.150], [1.275, -0.641, 7.133], [2.593, 1.055, 6.300]],
  "lowdin_charge": [0.10, -0.07, -0.26, -0.16, -0.20, -0.77, 0.78, -0.18, -0.18, -0.08, -0.46, 0.12, 0.06, -0.23, 0.69, -0.29, -0.30, 0.07, 0.14, 0.12, 0.09, 0.12, 0.12, 0.10, 0.10, 0.13, 0.11, 0.10, 0.14, 0.12, -0.17, -0.13, 0.04, 0.08, 0.08, 0.08, -0.15, -0.14, 0.06, 0.08, 0.08, 0.08, -0.16, -0.14, 0.05, 0.08, 0.08, 0.03, -0.14, -0.14, 0.07, 0.07, 0.08, 0.08, -0.18, -0.12, 0.08, 0.06, 0.08, 0.04, -0.13, -0.15, 0.09, 0.08, 0.07, 0.08, -0.16, -0.14, 0.08, 0.08, 0.07, 0.04, -0.16, -0.13, 0.08, 0.08, 0.07, 0.04, -0.14, -0.13, 0.08, 0.08, 0.08, 0.08],
  "energy_ha": -4778.602755,
  "e_lumo_ev": 0.11,
  "relative_energy_kj_mol": 418.1
}



4.
{
  "formula": "CH3NO4",
  "method": "ωB97M-V/def2-TZVPD",
  "species": ["C", "N", "O", "O", "O", "O", "H", "H", "H"],
  "coordinates": [[0.342, -0.198, -0.316], [-0.989, 0.633, -0.026], [-0.879, 1.689, 0.617], [-2.028, 0.178, -0.415], [0.019, -1.479, -0.059], [1.447, 0.335, 0.208], [0.467, -0.262, -1.702], [0.228, -1.870, 0.764], [1.394, 0.973, 0.929]],
  "nbo_charge": [0.49, 0.48, -0.41, -0.32, -0.70, -0.71, 0.16, 0.49, 0.52],
  "energy_ha": -395.475108,
  "e_lumo_ev": 0.00,
  "relative_energy_kj_mol": 201.6
}